(1)
This record from the Open Molecules 2025 dataset describes a molecular structure, CH2INO3P. The level of theory is wB97M-V/def2-TZVPD.

Geometry as XYZ:
```
9
Properties=species:S:1:pos:R:3:forces:R:3:mulliken_spin:R:1
C 0.36169 -0.24584 -0.14088 0.3 -0.7 0.9 0.0178
N -2.06226 -1.26709 -0.06097 0.5 -0.9 0.4 1.0361
O 0.04336 -2.68361 1.28526 -1.1 1.6 -1.5 0.0568
O -3.00189 -2.03050 0.10040 -0.1 0.2 -0.1 0.7567
O -0.02108 -2.61355 -1.31166 -0.5 0.2 0.2 0.0624
P -0.30894 -1.95943 -0.00487 1.0 -0.9 0.7 0.0715
I 2.51307 -0.49749 0.01674 -0.3 0.5 0.3 -0.0015
H -0.11938 0.48575 0.52986 0.8 -0.3 -0.1 -0.0028
H 0.28729 0.04528 -1.15686 -0.4 0.3 -0.9 0.0029
```
Forces are in eV/Å.

Values from the calculation:
ΔE to the lowest compared entry with this formula, charge and spin, eV: 0.000
Molecular weight, g mol⁻¹: 233.909
Gap between HOMO and LUMO (alpha / beta), eV: 7.15 / 8.62
Multiplicity: 3
Largest force on an atom, hartree/bohr: 0.0478
Expectation value of S²: 2.008
Net charge: -1
E_LUMO (alpha / beta), eV: 2.853 / 2.856

(2)
This record from the Open Molecules 2025 dataset describes a molecular structure, CH2IO3S. The level of theory is wB97M-V/def2-TZVPD.

Geometry as XYZ:
```
8
Properties=species:S:1:pos:R:3:forces:R:3:mulliken_charge:R:1
C 0.06053 0.95021 -0.11908 -1.3 -2.4 0.6 -0.8490
O 0.43781 -1.56019 -0.93789 1.7 -1.3 -2.3 -0.5956
O 0.22714 -1.22291 1.46259 -0.9 0.1 -1.3 -0.6482
O -1.75387 -1.07216 -0.06514 0.6 0.3 0.3 -0.6506
S -0.30144 -0.96457 0.10057 -0.9 2.5 3.4 1.0727
I 2.07172 1.30573 0.23687 0.5 0.4 0.3 -0.0019
H -0.07179 1.05697 -1.16740 -0.3 0.5 -0.8 0.3110
H -0.67009 1.50694 0.48947 0.7 -0.1 -0.2 0.3617
```
Forces are in eV/Å.

Values from the calculation:
ΔE to the lowest compared entry with this formula, charge and spin, eV: 0.258
Molecular weight, g mol⁻¹: 220.995
Gap between HOMO and LUMO, eV: 8.10
Largest force on an atom, hartree/bohr: 0.0846
Net charge: -1
E_LUMO, eV: 2.920

(3)
This record from the Open Molecules 2025 dataset describes a molecular structure, CH2IOP. The level of theory is wB97M-V/def2-TZVPD.

Geometry as XYZ:
```
6
Properties=species:S:1:pos:R:3:forces:R:3:mulliken_charge:R:1
C 0.56098 0.60313 0.02958 -0.6 0.5 -0.1 0.2856
O 0.54819 1.77675 -0.07253 0.0 -0.2 0.0 -0.3782
P -0.77367 -0.56306 0.59230 -0.3 -0.2 0.5 -0.0691
I 2.39472 -0.53728 -0.23653 0.2 -0.1 0.0 -0.0076
H -2.02904 0.04207 0.25626 0.6 0.3 -0.1 0.0841
H -0.70119 -1.32160 -0.56907 0.1 -0.3 -0.3 0.0851
```
Forces are in eV/Å.

Values from the calculation:
ΔE to the lowest compared entry with this formula, charge and spin, eV: 0.346
Molecular weight, g mol⁻¹: 187.904
Gap between HOMO and LUMO, eV: 9.73
Largest force on an atom, hartree/bohr: 0.0150
E_LUMO, eV: 0.012

(4)
This record from the Open Molecules 2025 dataset describes a single CH2IOP molecule. The level of theory is wB97M-V/def2-TZVPD.

Geometry as XYZ:
```
6
Properties=species:S:1:pos:R:3:forces:R:3:mulliken_charge:R:1
O -0.39446 -1.31338 1.14100 -1.1 1.7 -1.9 -0.3700
C -0.79305 -0.62234 0.21944 3.6 0.1 1.6 0.0303
P 0.06815 1.14155 -0.29700 -2.0 -0.7 7.3 -0.0850
I 2.17394 0.48025 0.76954 -0.1 0.5 -0.2 -0.0099
H -1.59139 -0.85635 -0.39332 -2.2 -0.7 -1.1 0.3739
H 0.53682 1.17028 -1.43966 1.8 -0.9 -5.7 0.0607
```
Forces are in eV/Å.

Values from the calculation:
ΔE to the lowest compared entry with this formula, charge and spin, eV: 1.092
SMILES: O=CPI
Molecular weight, g mol⁻¹: 187.904
Gap between HOMO and LUMO, eV: 8.69
Largest force on an atom, hartree/bohr: 0.1475
E_LUMO, eV: -0.311

(5)
This record from the Open Molecules 2025 dataset describes 2 unconnected molecules or ions with the total composition CH2N2O. The level of theory is wB97M-V/def2-TZVPD.

Geometry as XYZ:
```
6
Properties=species:S:1:pos:R:3:forces:R:3:mulliken_charge:R:1
C 0.48293 0.34087 -0.38772 1.5 -1.5 0.5 0.0487
N -0.54971 1.23598 -0.12261 -1.7 1.1 0.9 -0.4235
N -0.77352 -0.02290 0.03448 0.7 0.9 -1.2 0.6898
O -1.63131 -0.80909 0.26035 -0.6 -0.5 0.5 -0.5762
H 0.95913 0.18836 -1.34209 0.2 -0.3 -0.3 0.2388
H 1.51248 -0.93321 1.55759 -0.1 0.3 -0.4 0.0224
```
Forces are in eV/Å.

Values from the calculation:
ΔE to the lowest compared entry with this formula, charge and spin, eV: 8.950
Molecular weight, g mol⁻¹: 58.040
Gap between HOMO and LUMO (alpha / beta), eV: 10.40 / 8.40
Largest force on an atom, hartree/bohr: 0.0434
E_LUMO (alpha / beta), eV: -0.309 / -0.539

(6)
This record from the Open Molecules 2025 dataset describes 2 unconnected molecules or ions with the total composition CH2N2O. The level of theory is wB97M-V/def2-TZVPD.

Geometry as XYZ:
```
6
Properties=species:S:1:pos:R:3:forces:R:3:mulliken_charge:R:1
C -0.00734 -0.31479 -0.31798 0.2 -1.0 -0.4 -0.3699
N -2.60709 -0.53325 0.73821 0.0 -0.5 0.2 -0.3234
N -3.05660 0.17012 -0.00390 2.0 -2.8 3.3 0.8410
O -3.46868 0.92554 -0.73244 -2.0 3.3 -3.4 -0.5169
H 0.46834 -1.36856 -0.29792 -0.8 1.3 -0.2 0.2015
H -0.72741 -0.22831 -1.18343 0.7 -0.4 0.5 0.1677
```
Forces are in eV/Å.

Values from the calculation:
ΔE to the lowest compared entry with this formula, charge and spin, eV: 6.684
Molecular weight, g mol⁻¹: 58.040
Gap between HOMO and LUMO (alpha / beta), eV: 8.81 / 8.86
Largest force on an atom, hartree/bohr: 0.0999
E_LUMO (alpha / beta), eV: -0.877 / -0.854

(7)
This record from the Open Molecules 2025 dataset describes a molecular structure, CH2N2O2. The level of theory is wB97M-V/def2-TZVPD.

Geometry as XYZ:
```
7
Properties=species:S:1:pos:R:3:forces:R:3:mulliken_charge:R:1
C 0.75309 -0.06887 -0.10456 -2.7 0.2 3.4 -0.3062
N -0.49505 1.32165 -0.33452 0.4 0.2 -0.1 0.1946
N -0.13307 -1.12844 -0.39231 1.7 -0.4 -2.5 -0.0741
O -1.45994 1.09362 0.22661 0.7 0.0 -0.6 -0.1229
O -1.14432 -1.25539 0.22313 -1.0 0.0 1.9 -0.3356
H 0.80847 0.22168 0.99635 0.2 -0.4 -1.2 0.2822
H 1.67083 -0.18426 -0.61469 0.7 0.5 -0.8 0.3621
```
Forces are in eV/Å.

Values from the calculation:
ΔE to the lowest compared entry with this formula, charge and spin, eV: 6.878
Molecular weight, g mol⁻¹: 74.039
Gap between HOMO and LUMO, eV: 7.37
Largest force on an atom, hartree/bohr: 0.0843
E_LUMO, eV: -1.013

(8)
This record from the Open Molecules 2025 dataset describes 3 unconnected molecules or ions with the total composition CH2N2O2S. The level of theory is wB97M-V/def2-TZVPD.

Geometry as XYZ:
```
8
Properties=species:S:1:pos:R:3:forces:R:3:mulliken_charge:R:1
O 3.12769 -2.33106 1.55642 -0.4 -0.2 1.6 -0.3414
C 3.30358 -2.13691 0.44424 0.5 0.2 -1.7 0.7152
O 3.51573 -1.95731 -0.68329 -0.2 0.0 0.1 -0.3732
N 4.66581 1.05726 -0.29181 -2.2 0.6 -1.8 -0.0278
N 3.83165 1.28118 -0.98673 2.2 -0.6 1.8 0.0351
S -0.10943 0.89801 0.61247 0.8 0.9 3.3 -0.2614
H -0.35553 0.62147 -0.56105 -0.7 -0.4 -3.9 0.1237
H -0.38628 -0.36659 0.85352 -0.1 -0.6 0.6 0.1297
```
Forces are in eV/Å.

Values from the calculation:
ΔE to the lowest compared entry with this formula, charge and spin, eV: 0.241
SMILES: O=C=O.N#N.S
Molecular weight, g mol⁻¹: 106.106
Gap between HOMO and LUMO, eV: 10.47
Largest force on an atom, hartree/bohr: 0.0775
E_LUMO, eV: 0.521

The highest molecular weight belongs to which entry? CH2INO3P

molecular weight of number 6 (CH2N2O)? 58.040 g mol⁻¹

Which of these has the highest ΔE to the lowest compared entry with this formula, charge and spin? number 5

largest force on an atom of number 8 (CH2N2O2S)? 0.0775 hartree/bohr